Entry 1:
{
  "formula": "C5H12",
  "method": "ωB97M-V with the def2-TZVPD basis set",
  "homo_lumo_gap_ev": 7.5,
  "multiplicity": 1,
  "energy_ha": -197.49942,
  "homo_energy_ev": -7.72,
  "relative_energy_kcal_mol": 131.6,
  "species": ["C", "C", "C", "C", "C", "H", "H", "H", "H", "H", "H", "H", "H", "H", "H", "H", "H"],
  "coordinates": [[-1.5404, -0.1553, 1.3824], [-0.3015, 1.4361, 1.1423], [-1.1289, 0.5071, 0.2132], [1.4971, -0.3359, -1.5551], [0.6520, -1.5586, -1.0595], [-0.3812, -1.3307, -1.3451], [0.5840, -1.3724, 0.0124], [-2.4766, 0.1190, 1.8854], [2.4611, -0.3527, -1.0764], [-1.9204, 1.1143, -0.2568], [0.5438, 0.9568, 1.6863], [0.9917, 0.5571, -1.1652], [1.1992, -2.4773, -1.2653], [-0.8403, 2.1260, 1.8175], [-1.1895, -1.1306, 1.7331], [0.1653, 2.2456, 0.4978], [1.6847, -0.3487, -2.6469]],
  "forces_ev_per_angstrom": [[-2.4237, -0.7185, -1.9387], [3.2336, 2.0908, -0.7923], [-1.3497, 0.1855, 2.2129], [-0.4488, -0.7019, 0.0682], [0.8516, 2.1918, 0.3025], [0.2356, -1.1713, -0.5899], [0.2389, -0.5861, 0.2258], [-0.4887, -0.5257, -0.4656], [0.5808, -0.0681, 0.1681], [0.0128, -0.1141, 0.4097], [-0.5789, 0.2804, -0.2656], [0.1138, -0.0071, -0.7026], [-0.8119, -0.2652, -0.2394], [-0.2688, -0.8824, 0.2307], [1.4560, 0.9757, 0.6388], [0.0539, -0.9709, 0.1840], [-0.4065, 0.2872, 0.5532]]
}

---

Entry 2:
{
  "formula": "C2H6NS",
  "method": "ωB97M-V with the def2-TZVPD basis set",
  "homo_lumo_gap_ev": 6.0,
  "multiplicity": 1,
  "energy_ha": -532.66371,
  "homo_energy_ev": -2.52,
  "total_charge": -1,
  "relative_energy_kcal_mol": 67.4,
  "species": ["S", "N", "C", "C", "H", "H", "H", "H", "H", "H"],
  "coordinates": [[0.9057, -2.6297, -2.3119], [-0.8240, 0.4363, 0.5152], [0.0234, 1.0563, 1.5163], [-0.5957, -0.0993, -0.6071], [-0.5231, 1.1779, 2.4511], [-0.4848, -1.2014, -0.7871], [0.3584, 2.0114, 1.1283], [0.8365, 0.3706, 1.7772], [1.1738, -1.3562, -2.0447], [-0.8703, 0.2341, -1.6373]],
  "forces_ev_per_angstrom": [[-0.0018, -0.4819, -0.2054], [1.7471, 1.5814, -0.7162], [-1.2666, -1.4709, -0.0057], [-2.1992, -2.5521, -0.2456], [-0.1866, 0.3325, -0.0785], [0.8721, 0.4391, 0.7459], [0.4019, 0.2959, 0.2824], [0.4034, 0.2999, -0.1206], [0.2115, 0.3392, -0.0233], [0.0181, 1.2169, 0.3670]]
}

---

Entry 3:
{
  "formula": "C4H8ClN",
  "method": "ωB97M-V with the def2-TZVPD basis set",
  "homo_lumo_gap_ev": 10.4,
  "multiplicity": 1,
  "energy_ha": -672.10028,
  "homo_energy_ev": -9.31,
  "smiles": "C/C=C/[C@H](N)Cl",
  "relative_energy_kcal_mol": 22.9,
  "species": ["Cl", "N", "C", "C", "C", "C", "H", "H", "H", "H", "H", "H", "H", "H"],
  "coordinates": [[3.0910, -1.0512, -0.0329], [2.0911, 1.5603, -0.1659], [-0.4961, -0.5890, 0.4744], [1.8299, 0.2987, 0.4293], [-1.7734, -0.8801, -0.1918], [0.5418, -0.1804, -0.2548], [1.8180, 1.6300, -1.0979], [-0.6371, -0.9132, 1.4939], [0.2323, 0.1023, -1.3448], [-2.6017, -0.1385, -0.2322], [-1.4626, -1.1317, -1.3059], [2.7570, 2.1701, 0.2970], [1.9590, 0.2784, 1.4802], [-2.1898, -1.7896, 0.3403]],
  "forces_ev_per_angstrom": [[0.3125, 0.0907, 0.0129], [0.5240, -0.8991, 3.1546], [-0.4790, 0.0750, -0.6072], [-0.3828, 0.3244, -3.8083], [-0.9217, -1.8439, -2.4775], [-0.8519, 0.8978, 1.3429], [0.0829, 0.5870, -1.4408], [1.4008, 0.5492, 0.6146], [1.4286, -0.5449, 1.9108], [0.8332, -0.1152, 0.3085], [-1.2953, 0.2292, 2.0403], [-0.1716, -0.2097, -0.8238], [-0.6264, 0.0860, 0.8662], [0.1466, 0.7736, -1.0932]]
}

---

Entry 4:
{
  "formula": "C25H27BCrF3N8O5S",
  "method": "ωB97M-V with the def2-TZVPD basis set",
  "homo_lumo_gap_ev": [7.9, 8.3],
  "multiplicity": 2,
  "s2": 0.758,
  "energy_ha": -3550.45822,
  "homo_energy_ev": [-8.70, -8.64],
  "relative_energy_kcal_mol": 5.8,
  "species": ["Cr", "S", "F", "F", "F", "O", "O", "O", "O", "O", "N", "N", "N", "N", "N", "N", "N", "N", "C", "C", "C", "C", "C", "C", "C", "C", "C", "C", "C", "C", "C", "C", "C", "C", "C", "C", "C", "C", "C", "C", "C", "C", "C", "B", "H", "H", "H", "H", "H", "H", "H", "H", "H", "H", "H", "H", "H", "H", "H", "H", "H", "H", "H", "H", "H", "H", "H", "H", "H", "H", "H"],
  "coordinates": [[-0.0597, 0.1715, -0.0614], [-0.7094, -2.9658, -0.7496], [0.0508, -4.4544, 1.2791], [-0.3256, -5.5336, -0.5630], [1.4867, -4.3664, -0.3349], [-0.0889, 0.1089, -2.0563], [-1.8882, 0.3222, -0.1122], [0.0068, -1.8680, -0.0468], [-2.0642, -3.1352, -0.3149], [-0.4335, -3.0146, -2.1611], [0.9311, 2.8436, 0.9166], [0.7967, 1.0187, 2.6089], [2.7441, 2.5620, 2.7826], [2.5968, 1.0051, 0.8363], [1.9661, 0.1954, -0.0554], [-0.0664, 0.2019, 1.9581], [0.0845, 2.2481, 0.0348], [3.4770, 1.6884, 3.5285], [-0.4025, 0.0050, 4.1512], [-0.1146, 4.4603, -0.1693], [-0.7986, -0.4245, 2.8814], [-1.5932, 2.9616, -1.6633], [0.6108, 0.9129, 3.9296], [-0.9843, -0.3339, -2.8046], [-2.3507, -0.4994, -2.3386], [4.0295, 3.7874, 4.0970], [2.6366, -1.4445, -1.8147], [-3.3347, -0.9862, -3.2236], [0.8188, 4.1754, 0.7999], [-0.6045, -0.6406, -4.2206], [-1.8633, -1.4088, 2.5459], [-4.0885, -0.1755, -0.6766], [-2.7250, -0.1158, -1.0301], [2.9178, -0.4368, -0.7586], [5.1884, 1.7617, 5.2763], [0.1831, -4.4105, -0.0462], [3.0699, 3.8320, 3.1187], [-0.5522, 3.2139, -0.6252], [-4.6537, -1.0823, -2.8481], [4.2476, 2.4132, 4.3159], [-5.0197, -0.6597, -1.5610], [4.1704, -0.0162, -0.3172], [3.9177, 0.8910, 0.6915], [1.7806, 1.8951, 1.8107], [-0.4403, 5.4274, -0.5068], [-1.8756, 3.9080, -2.1216], [-0.7996, -0.3175, 5.0967], [-1.2307, 2.2984, -2.4459], [3.5471, -1.6271, -2.3838], [-6.0559, -0.7272, -1.2543], [-3.0378, -1.3039, -4.2120], [-2.4818, 2.5128, -1.2236], [5.1278, -0.3434, -0.6808], [1.4000, 4.8527, 1.3935], [1.8517, -1.1159, -2.4900], [-2.3601, -1.7261, 3.4611], [-1.1683, -0.0200, -4.9181], [2.6205, 4.6954, 2.6683], [-0.8203, -1.6874, -4.4310], [-5.3973, -1.4701, -3.5281], [5.8976, 1.1204, 4.7532], [2.3108, -2.3846, -1.3752], [-1.4531, -2.2855, 2.0496], [1.2241, 1.4679, 4.6163], [0.4582, -0.4549, -4.3466], [4.5021, 4.6220, 4.5830], [-2.5993, -0.9757, 1.8700], [4.5869, 1.4450, 1.3245], [5.7510, 2.5095, 5.8326], [-4.3635, 0.1520, 0.3164], [4.6478, 1.1409, 5.9908]],
  "forces_ev_per_angstrom": [[-0.2261, -0.1020, 0.1485], [0.1505, -0.1222, 0.1307], [-0.0224, 0.0136, 0.0438], [0.0850, 0.0898, 0.0748], [0.0297, -0.0080, -0.0121], [-0.0346, -0.1240, -0.3707], [-0.0177, 0.1668, -0.0438], [-0.0806, 0.0976, -0.0945], [-0.0308, 0.0532, -0.0643], [-0.0127, 0.0312, -0.0374], [-0.0508, 0.1126, 0.0330], [0.0153, 0.0252, 0.0063], [0.0404, -0.0503, 0.0285], [-0.0881, -0.0402, 0.0465], [0.2298, 0.0089, 0.0172], [0.1660, 0.0282, 0.0486], [0.1390, -0.0647, 0.0757], [-0.0316, -0.0654, -0.0320], [0.0212, 0.0388, -0.0339], [0.0133, -0.1001, 0.0180], [-0.0856, -0.0762, 0.0300], [0.0162, 0.0753, -0.0180], [-0.0092, -0.0227, -0.0269], [0.0382, 0.0299, 0.3553], [0.0957, 0.0451, -0.1537], [-0.0615, -0.0082, -0.0568], [0.0087, -0.0509, -0.0686], [-0.1764, 0.0123, 0.1804], [0.0167, 0.0000, -0.0116], [-0.0284, 0.0780, 0.0321], [-0.0164, -0.0223, 0.0265], [0.2056, -0.0340, -0.1447], [-0.3730, -0.1323, -0.0394], [-0.0081, -0.0024, -0.0312], [0.0372, -0.0128, 0.0372], [-0.1146, -0.1250, -0.1191], [0.0205, 0.1357, 0.0249], [-0.0901, 0.0316, -0.0827], [0.2553, 0.1060, 0.1376], [0.0411, 0.0063, 0.0441], [-0.0422, -0.0652, -0.0805], [-0.0024, 0.0301, 0.0176], [-0.0187, 0.0071, -0.0110], [0.0482, 0.0590, -0.0448], [-0.0034, 0.0356, -0.0039], [-0.0099, -0.0101, -0.0046], [-0.0152, -0.0067, 0.0235], [0.0196, 0.0090, 0.0179], [-0.0172, -0.0141, -0.0074], [-0.0113, 0.0220, -0.0002], [-0.0045, -0.0053, -0.0457], [-0.0202, 0.0055, 0.0102], [0.0209, -0.0059, -0.0140], [-0.0570, -0.0280, -0.0487], [0.0104, 0.0134, 0.0197], [-0.0222, -0.0066, -0.0156], [-0.0241, -0.0049, -0.0047], [0.0340, -0.0367, 0.0338], [0.0161, -0.0212, 0.0098], [-0.0047, -0.0232, -0.0312], [-0.0064, -0.0067, -0.0079], [0.0008, -0.0107, 0.0086], [0.0009, 0.0015, 0.0132], [0.0070, 0.0154, 0.0180], [0.0033, -0.0040, -0.0087], [0.0240, 0.0362, 0.0233], [0.0113, -0.0063, 0.0090], [0.0178, 0.0087, 0.0111], [-0.0030, 0.0143, -0.0039], [-0.0106, -0.0183, 0.0247], [-0.0076, -0.0061, -0.0059]]
}

---

Entry 5:
{
  "formula": "C3H5N2OS",
  "method": "ωB97M-V with the def2-TZVPD basis set",
  "homo_lumo_gap_ev": [8.9, 6.3],
  "multiplicity": 1,
  "energy_ha": -699.88764,
  "homo_energy_ev": [-13.78, -12.17],
  "total_charge": 1,
  "smiles": "[O-]S[N+]1=CC[NH+]=C1",
  "relative_energy_kcal_mol": 54.9,
  "species": ["S", "O", "N", "N", "C", "C", "C", "H", "H", "H", "H", "H"],
  "coordinates": [[-2.7939, -0.4227, -0.0006], [-3.2432, 0.9404, 0.0987], [1.1765, -0.8289, -0.0064], [-0.9176, -0.1770, 0.1560], [-0.2240, 0.9689, 0.0049], [1.2659, 0.6470, 0.0574], [-0.0601, -1.2185, 0.1176], [-0.5166, 1.9631, -0.2954], [1.7017, 0.8953, 0.9639], [1.9768, -1.3929, -0.2859], [1.9380, 0.9258, -0.8450], [-0.3034, -2.3006, 0.0348]],
  "forces_ev_per_angstrom": [[1.7801, -0.1094, 0.2887], [-0.5594, 0.6690, -0.0744], [0.4828, 0.3314, 0.1444], [-1.0172, -1.3183, -0.4130], [1.9343, 1.2798, -0.1827], [-0.5699, -1.3130, -3.3833], [-0.1852, -1.4024, -0.7244], [-0.9307, -0.2922, 0.2946], [1.1183, 0.9134, 1.7587], [-0.4879, -0.1465, 0.4383], [-1.2894, 0.2950, 1.5077], [-0.2758, 1.0931, 0.3453]]
}

---

Question: What is the formula in the third record?
Answer: C4H8ClN